(1)
An isolated molecule of C4H6N2O in a non-equilibrium geometry. Source: the Open Molecules 2025 dataset; level of theory: ωB97M-V/def2-TZVPD.

XYZ file:
```
13
Properties=species:S:1:pos:R:3:lowdin_charge:R:1
C 0.42249 0.74424 1.55907 -0.0577
C 0.14090 0.49640 0.12150 -0.2960
N 0.20896 1.57591 -0.81033 0.1354
C -0.42688 1.09372 -1.78077 -0.1078
O -0.49145 -0.44278 -1.79873 0.0502
C -0.11748 -0.68233 -0.54641 -0.4020
N 0.00815 -1.98217 -0.10740 0.1480
H 1.47249 0.55647 1.79288 0.0732
H 0.19613 1.77834 1.81219 0.0740
H -0.19651 0.10010 2.18506 0.0720
H -0.91126 1.54698 -2.62263 0.1142
H -0.46449 -2.66189 -0.68342 0.0996
H 0.15895 -2.12300 0.87901 0.0971
```

Relative energy (zero: lowest compared OMol25 entry of this formula, charge and spin) ... 174.95 kJ/mol
DFT total energy ... -340.7283 a.u.
Structure (SMILES) ... Cc1ncoc1N

=====

(2)
A structure of composition C4H6N2O in a non-equilibrium geometry. Source: the Open Molecules 2025 dataset; level of theory: ωB97M-V/def2-TZVPD.

XYZ file:
```
13
Properties=species:S:1:pos:R:3:lowdin_charge:R:1
C -1.32057 -0.96749 -0.31572 -0.2094
C 0.88733 -0.40937 0.94313 -0.1451
C 0.02592 -0.31133 -0.32809 -0.4614
C -0.10540 1.01887 -1.16963 -0.0371
N 1.79485 -1.20765 0.14084 0.0400
N 1.19432 -1.01797 -0.91688 0.0764
O -1.63287 -1.90343 0.37176 0.0887
H -2.01863 -0.35271 -0.99614 0.1385
H 1.31565 0.55467 1.44507 0.1470
H 0.38654 -1.05235 1.74474 0.1242
H 0.77139 1.73330 -0.99311 0.1054
H -1.08851 1.43677 -0.89504 0.0734
H 0.00236 0.84889 -2.21145 0.0594
```

Relative energy (zero: lowest compared OMol25 entry of this formula, charge and spin) ... 376.76 kJ/mol
DFT total energy ... -340.6514 a.u.

=====

(3)
A cluster of 2 separate species, C4H6N2O in total in a non-equilibrium geometry. Source: the Open Molecules 2025 dataset; level of theory: ωB97M-V/def2-TZVPD.

XYZ file:
```
13
Properties=species:S:1:pos:R:3:lowdin_charge:R:1
N 0.24736 -1.96285 0.93551 0.1307
C -0.12428 -0.82000 0.27819 -0.2919
C 0.59042 -0.29569 -0.86972 -0.4436
O 1.73990 0.28362 -0.63379 -0.0353
N -0.24767 0.62339 -1.49805 0.0329
C -0.77370 1.25584 -0.34282 -0.1354
C -0.96482 0.21288 0.62386 -0.0418
H 1.19136 -2.27075 0.73233 0.1023
H 0.00918 -2.01830 1.91502 0.0983
H 1.06848 1.34658 -0.10605 0.2437
H 0.27297 1.24816 -2.10157 0.1328
H -1.49613 2.05734 -0.48400 0.1006
H -1.51306 0.33976 1.55108 0.1068
```

Relative energy (zero: lowest compared OMol25 entry of this formula, charge and spin) ... 468.83 kJ/mol
DFT total energy ... -340.6163 a.u.

=====

(4)
An isolated molecule of C4H6N2O. Source: the Open Molecules 2025 dataset; level of theory: ωB97M-V/def2-TZVPD.

XYZ file:
```
13
Properties=species:S:1:pos:R:3:lowdin_charge:R:1
C -1.64326 -0.31925 0.39007 -0.0961
N -0.45489 -0.83639 1.02844 0.0230
C 0.79754 -0.65191 0.53360 -0.5815
O 1.80781 -0.84682 1.18674 0.0497
N 0.89670 -0.31341 -0.85246 0.0161
C 0.54533 1.08279 -1.31866 -0.0037
C 1.76639 0.86315 -1.01599 -0.0068
H -2.52152 -0.64514 0.94943 0.0840
H -1.71137 -0.70743 -0.62923 0.0855
H -1.64733 0.77887 0.35325 0.0761
H -0.47525 -1.08173 2.00732 0.1395
H -0.27660 1.59966 -1.78779 0.1007
H 2.79145 1.08284 -0.78314 0.1136
```

Relative energy (zero: lowest compared OMol25 entry of this formula, charge and spin) ... 376.08 kJ/mol
DFT total energy ... -340.6517 a.u.
Structure (SMILES) ... CNC(=O)N1C=C1

=====

(5)
An isolated molecule of C4H6N2O in a non-equilibrium geometry. Source: the Open Molecules 2025 dataset; level of theory: ωB97M-V/def2-TZVPD.

XYZ file:
```
13
Properties=species:S:1:pos:R:3:lowdin_charge:R:1
N 0.94255 0.81635 2.01384 0.0862
C 0.46542 0.36971 0.77019 -0.4342
N -0.70424 0.83411 0.35906 0.1253
C -1.05661 0.00676 -0.75947 -0.4665
O -2.07605 0.43488 -1.58142 0.0344
C 0.09277 -0.77582 -1.14061 -0.0158
C 0.99097 -0.62511 -0.11030 -0.0299
H 1.26458 1.77453 1.96838 0.0822
H 1.65310 0.23384 2.43039 0.0736
H -1.49505 -0.35466 0.34310 0.2246
H -2.22126 -0.23386 -2.26366 0.1054
H 0.24196 -1.28944 -2.09195 0.1115
H 1.90187 -1.19129 0.06245 0.1033
```

Relative energy (zero: lowest compared OMol25 entry of this formula, charge and spin) ... 298.56 kJ/mol
DFT total energy ... -340.6812 a.u.
Structure (SMILES) ... NC1=N[C@@H](O)C=C1

=====

(6)
An isolated molecule of C4H6N2O in a non-equilibrium geometry. Source: the Open Molecules 2025 dataset; level of theory: ωB97M-V/def2-TZVPD.

XYZ file:
```
13
Properties=species:S:1:pos:R:3:lowdin_charge:R:1
N -1.95538 0.92021 0.32111 0.1095
C -0.67171 0.48620 0.25035 -0.3872
C -0.32230 -0.69744 1.16253 0.0314
O 0.76116 -1.44051 -1.12885 -0.0549
N 0.99373 -0.77115 1.00111 0.0091
C 1.28982 -0.31935 -0.36492 -0.3459
C 0.39227 0.87030 -0.48783 -0.0111
H -2.22035 1.84184 0.01856 0.0999
H -2.53864 0.43816 0.98616 0.0835
H -0.13738 -1.22426 -1.42486 0.0924
H 1.50638 -1.58854 1.30896 0.1276
H 2.35191 -0.21913 -0.60496 0.1435
H 0.55173 1.71563 -1.14958 0.1023
```

Relative energy (zero: lowest compared OMol25 entry of this formula, charge and spin) ... 364.50 kJ/mol
DFT total energy ... -340.6561 a.u.

=====

(7)
An isolated molecule of C4H6N2O in a non-equilibrium geometry. Source: the Open Molecules 2025 dataset; level of theory: ωB97M-V/def2-TZVPD.

XYZ file:
```
13
Properties=species:S:1:pos:R:3:lowdin_charge:R:1
C 2.00134 -0.68236 1.03744 -0.0747
N 1.12804 0.20018 1.17770 0.0308
C 0.04689 0.61797 0.07618 -0.1866
C 0.22836 1.35040 -1.01429 0.0720
C -1.09964 -0.23440 0.43858 -0.5236
N -2.00925 -0.52569 -0.51648 0.1697
O -1.02152 -0.86760 1.49171 0.0417
H 2.07391 -1.37006 0.19198 0.0774
H 2.82905 -0.67045 1.74009 0.0678
H 1.06943 2.02343 -1.09289 0.0663
H -0.48442 1.38279 -1.82657 0.0575
H -2.74210 -1.18339 -0.30817 0.1138
H -2.02009 -0.04080 -1.39529 0.0878
```

Relative energy (zero: lowest compared OMol25 entry of this formula, charge and spin) ... 258.59 kJ/mol
DFT total energy ... -340.6964 a.u.
Structure (SMILES) ... C=NC(=C)C(N)=O

=====

(8)
An isolated molecule of C4H6N2O in a non-equilibrium geometry. Source: the Open Molecules 2025 dataset; level of theory: ωB97M-V/def2-TZVPD.

XYZ file:
```
13
Properties=species:S:1:pos:R:3:lowdin_charge:R:1
H -3.20391 0.86428 -1.09562 0.0548
N -2.23918 0.57227 -0.95927 0.1108
C -2.09139 0.01262 0.16144 -0.3054
O -0.91508 -0.49427 0.59313 -0.0643
C 0.24560 -0.25562 -0.20323 -0.2054
C 1.46017 -0.15225 0.71667 -0.1461
C 2.58595 0.13762 -0.17361 -0.2340
N 3.40862 0.39165 -0.94521 0.1506
H -2.86221 -0.14071 0.92597 0.1341
H 0.07757 0.62472 -0.82145 0.1138
H 0.52478 -1.06213 -0.89912 0.1370
H 1.37758 0.61739 1.48958 0.1269
H 1.63151 -1.11557 1.21071 0.1272
```

Relative energy (zero: lowest compared OMol25 entry of this formula, charge and spin) ... 141.54 kJ/mol
DFT total energy ... -340.7410 a.u.
Structure (SMILES) ... [H]/N=C/OCCC#N

=====

We obtain E_HOMO values of -7.53 -9.69 -7.75 -8.63 -8.27 -8.39 -8.92 -10.66 eV for the records listed above, in that order.
We obtain orbital gap values of 0.310 0.361 0.300 0.349 0.328 0.324 0.349 0.419 Eh for the records listed above, in that order.